No. 1
Computed, not measured: a structure of composition C40H44AsN3O3PdS6, with ωB97M-V/def2-TZVPD.

Highest occupied orbital energy (alpha / beta) in Ha: -0.237 / -0.238
Total energy in eV: -182134.7788
E_LUMO (alpha / beta) in eV: -3.1 / -3.1

The geometry in ORCA input format:
```
! RIJCOSX wB97M-V def2-TZVPD def2/J DEFGRID3
* xyz 0 1
Pd 0.80263 0.89836 0.81871
S 6.16823 1.38696 6.10101
C 5.02853 1.19466 4.94381
S 3.35643 0.84796 5.29721
C 2.75153 0.84586 3.64631
C 3.71023 1.04516 2.65751
S 3.52173 0.98426 0.97811
S 5.35033 1.31886 3.23221
S 1.08833 0.60916 3.47351
C -0.78497 7.11666 -2.35209
C 0.24693 6.02046 -2.59199
C -0.38687 4.63806 -2.68819
N -0.93467 4.23496 -1.40299
C -1.21147 2.94596 -1.09759
S -1.21267 2.40946 0.51171
N -1.53637 2.05696 -2.09309
C -2.32687 2.20506 -3.21539
O -2.30537 1.33976 -4.07049
C -3.19777 3.40316 -3.28969
C -3.48317 3.92006 -4.55419
C -4.28177 5.03836 -4.68889
C -4.83447 5.63606 -3.56649
C -4.60447 5.09106 -2.31309
C -3.79067 3.98216 -2.16939
H -0.29597 8.08516 -2.27919
H -1.33367 6.93976 -1.43109
H -1.50337 7.14996 -3.16899
H 0.99583 6.01356 -1.79609
H 0.76363 6.21466 -3.53339
H 0.36173 3.90616 -3.02039
H -1.19317 4.65896 -3.43009
H -0.62487 4.78306 -0.61409
H -1.14587 1.12206 -1.98349
H -3.06077 3.43476 -5.42009
H -4.46897 5.44876 -5.67029
H -5.45427 6.51506 -3.67139
H -5.05757 5.53956 -1.44079
H -3.63867 3.55346 -1.19029
C 1.76233 4.72176 1.97561
O 1.43293 3.32856 1.87901
C 1.30133 2.82696 0.66571
O 1.54763 3.36996 -0.38499
H 2.10963 4.89236 2.99191
H 0.86223 5.31336 1.78281
H 2.53503 4.97016 1.24521
C -3.13457 -4.74014 -3.11159
C -2.47657 -4.12394 -1.91699
C -1.63907 -4.85024 -1.08829
C -0.98877 -4.27874 0.00191
C -0.13377 -5.17464 0.84781
C -1.18757 -2.92324 0.26841
As -0.17777 -1.72694 1.53961
N 0.93663 -1.09694 0.29381
C 1.52223 -1.44184 -0.85779
C 1.94003 -0.42224 -1.74719
C 2.70983 -0.72414 -2.84419
C 3.04303 -2.04184 -3.13299
C 2.57703 -3.06274 -2.31439
C 1.82833 -2.77784 -1.19609
C 0.77503 -2.94094 2.81881
C -0.04067 -3.60844 3.74161
C -1.53007 -3.42244 3.78611
C 0.53483 -4.47424 4.66251
C 1.90393 -4.67814 4.71541
C 2.53323 -5.63724 5.67871
C 2.69913 -3.96144 3.83571
C 2.16123 -3.08804 2.90051
C 3.10923 -2.36394 1.99811
C -2.06987 -2.18634 -0.53829
C -2.33857 -0.73554 -0.26609
C -2.69557 -2.78804 -1.61549
H -3.01967 -5.82054 -3.10999
H -2.69367 -4.34124 -4.02449
H -4.19377 -4.49344 -3.12299
H -1.47407 -5.89804 -1.29859
H 0.13353 -6.07324 0.29741
H -0.68157 -5.47324 1.74091
H 0.77873 -4.68364 1.17781
H 1.66313 0.61916 -1.53429
H 3.05873 0.07326 -3.48089
H 3.65733 -2.27834 -3.98769
H 2.81993 -4.09334 -2.53899
H 1.48693 -3.56404 -0.54019
H -1.93647 -3.18384 2.79931
H -1.77507 -2.60564 4.46691
H -2.00897 -4.32674 4.15711
H -0.11097 -4.98994 5.35971
H 1.78153 -6.13984 6.28231
H 3.22413 -5.11324 6.33831
H 3.10413 -6.38804 5.13231
H 3.77213 -4.08484 3.87441
H 4.07233 -2.23184 2.48851
H 2.72073 -1.38114 1.73151
H 3.27333 -2.92414 1.07491
H -2.71117 -0.59124 0.75501
H -3.07057 -0.34384 -0.97059
H -1.40927 -0.15534 -0.35429
H -3.35077 -2.20134 -2.24499
*
```



No. 2
Computed, not measured: a cluster of 2 separate species, C3H7O2S in total, with ωB97M-V/def2-TZVPD.

Highest occupied orbital energy in Ha: -0.147
Total energy in eV: -18155.2637
E_LUMO in eV: 3.8

The geometry in ORCA input format:
```
! RIJCOSX wB97M-V def2-TZVPD def2/J DEFGRID3
* xyz -1 1
C -1.72502 2.18821 1.30337
C -0.36927 1.46791 1.22312
S -0.93226 -0.19709 0.66334
H -1.89192 2.47059 0.26257
H -1.71894 3.11320 1.87154
H -2.56575 1.69074 1.74499
H 0.37450 1.91509 0.52989
H 0.19242 1.41757 2.18720
H 0.16127 -0.37196 -0.30483
O 0.64173 -1.84948 -0.81068
C 1.48037 -1.46969 -1.65724
O 2.14580 -0.39752 -1.65681
H 1.74788 -2.22433 -2.38042
*
```



No. 3
Computed, not measured: a cluster of 5 separate species, C48H97N8O10 in total, with ωB97M-V/def2-TZVPD.

Highest occupied orbital energy in Ha: -0.368
Total energy in eV: -83731.9583
E_LUMO in eV: -3.5

The geometry in ORCA input format:
```
! RIJCOSX wB97M-V def2-TZVPD def2/J DEFGRID3
* xyz 1 1
C 6.14912 3.11441 0.27346
C 6.11459 3.03904 -1.26628
C 4.72038 2.83321 -1.86440
C 3.80744 4.04670 -1.78268
N 3.02957 4.18322 -0.49544
C 1.67652 3.83690 -0.67117
C 0.76449 4.77944 -1.13241
C -0.54093 4.46212 -1.36428
N -1.51377 5.38335 -1.78935
C -1.72982 6.49237 -0.83512
C -2.41687 6.02011 0.45664
C -1.59375 6.33995 1.70397
N -0.94358 3.17660 -1.16249
C -2.33017 2.81916 -1.43461
C -3.15479 2.46674 -0.38567
C -4.46221 2.13039 -0.69904
N -4.94937 2.13527 -1.93257
C -4.13529 2.49365 -2.91936
C -2.81184 2.84299 -2.72332
C -0.07294 2.21963 -0.70281
C -0.57029 0.80893 -0.55711
O -1.13057 0.64392 0.71972
C -1.26253 -0.72184 1.11371
C -2.68217 -1.01029 1.56961
C -3.18237 -0.05330 2.66492
C 1.22769 2.52702 -0.41593
C 2.14574 1.47870 0.14293
C 1.72351 0.89896 1.48983
C 0.89767 1.66393 2.42485
O 2.31737 1.42904 2.65191
H 6.69789 2.26888 0.68751
H 6.63428 4.02380 0.62328
H 5.14360 3.07777 0.69425
H 6.51231 3.96453 -1.68880
H 6.72934 2.20375 -1.60362
H 4.82715 2.57596 -2.92001
H 4.24957 1.96043 -1.41040
H 3.09320 4.00617 -2.61318
H 4.38328 4.96235 -1.92617
H 3.04262 5.16983 -0.26158
H 1.09390 5.79401 -1.32078
H -1.25481 5.75021 -2.69863
H -0.79426 7.01191 -0.59336
H -2.35826 7.21583 -1.35290
H -2.60951 4.95005 0.39435
H -3.37715 6.53007 0.54050
H -1.35319 7.40352 1.72773
H -0.63809 5.80739 1.67764
H -2.11550 6.06620 2.61855
H -2.80515 2.45051 0.63464
H -5.14065 1.84875 0.09811
H -4.55104 2.50250 -3.92051
H -2.18499 3.12269 -3.55971
H -1.30519 0.58769 -1.33975
H 0.28234 0.14344 -0.72303
H -1.03651 -1.38100 0.27070
H -0.53852 -0.94335 1.90329
H -2.72278 -2.04998 1.89479
H -3.31918 -0.92589 0.68496
H -3.37078 -0.58254 3.59736
H -4.10965 0.43633 2.36813
H -2.44707 0.72545 2.87339
H 3.11804 1.93443 0.31191
H 2.23591 0.65056 -0.56196
H 1.57395 -0.18223 1.49311
H 0.25074 1.13412 3.11529
H 0.74025 2.72641 2.27847
C 1.59308 0.56247 5.72225
O 0.24554 0.67497 6.14558
C -0.55505 -0.46517 5.86762
C -0.96144 -1.18055 7.13603
N 0.18590 -1.81527 7.76416
C -0.07237 -2.38113 9.08434
C -0.45362 -1.42646 10.20843
O 0.58397 -0.54753 10.59360
C 0.67649 0.65752 9.86251
H 2.05821 1.53653 5.86079
H 2.15041 -0.17994 6.30309
H 1.64882 0.29785 4.66536
H -0.02299 -1.15238 5.20000
H -1.45874 -0.11925 5.35379
H -1.69671 -1.95156 6.88509
H -1.45873 -0.44618 7.78562
H 0.93430 -1.13803 7.83968
H 0.83056 -2.91147 9.39462
H -0.86333 -3.13188 8.98709
H -0.67503 -2.03317 11.08969
H -1.36308 -0.85699 9.97833
H -0.30654 0.99790 9.52352
H 1.33657 0.56829 8.99368
H 1.09737 1.41184 10.52677
C 6.16120 -3.77030 -2.75301
O 5.88792 -3.65674 -4.13209
C 4.56891 -4.02928 -4.50853
C 3.79601 -2.81709 -4.97371
N 3.52983 -1.91372 -3.85968
C 2.97860 -0.62263 -4.24310
C 3.85350 0.30998 -5.07343
O 4.98186 0.79102 -4.36847
C 6.13638 -0.03255 -4.40624
H 7.22233 -3.57341 -2.61380
H 5.58705 -3.04368 -2.16342
H 5.94069 -4.77608 -2.38164
H 4.05179 -4.52087 -3.67835
H 4.64269 -4.74373 -5.33199
H 2.84293 -3.13997 -5.40251
H 4.37964 -2.34347 -5.77459
H 4.39232 -1.76106 -3.35152
H 2.72309 -0.08723 -3.32191
H 2.04107 -0.79409 -4.78280
H 3.25282 1.19132 -5.31704
H 4.15984 -0.13617 -6.02599
H 6.20506 -0.58341 -5.34707
H 6.16319 -0.74423 -3.57600
H 7.00473 0.61976 -4.31796
C -7.92866 -2.87039 -3.78711
O -8.45262 -1.62140 -3.38748
C -7.47696 -0.64679 -3.04954
C -7.47862 0.49339 -4.04094
N -6.97427 0.06398 -5.33888
C -7.12265 1.04900 -6.40420
C -8.53323 1.44948 -6.81997
O -9.26279 0.41223 -7.43955
C -9.97064 -0.45073 -6.57040
H -8.77039 -3.55081 -3.89837
H -7.39486 -2.81163 -4.74231
H -7.24761 -3.27613 -3.03198
H -6.48243 -1.10106 -2.98901
H -7.73011 -0.25182 -2.06135
H -6.83221 1.28812 -3.65814
H -8.50318 0.88738 -4.09141
H -7.45402 -0.78432 -5.61307
H -6.62047 0.65321 -7.29026
H -6.58267 1.95691 -6.11074
H -8.44035 2.24015 -7.56905
H -9.10715 1.86906 -5.98425
H -10.31210 0.07450 -5.67394
H -9.37295 -1.31513 -6.26550
H -10.84045 -0.81879 -7.11315
C 2.05041 -6.66998 3.86691
O 3.22375 -5.91112 3.65484
C 4.14669 -6.49039 2.74154
C 4.26454 -5.64373 1.49471
N 3.03450 -5.68491 0.71639
C 2.98351 -4.74378 -0.39332
C 3.02172 -3.25380 -0.08457
O 1.87635 -2.77610 0.60762
C 1.94301 -2.88662 2.01869
H 1.49497 -6.18459 4.66720
H 1.41704 -6.71629 2.97335
H 2.28778 -7.69189 4.17632
H 3.84839 -7.51163 2.48827
H 5.12210 -6.53357 3.23297
H 5.08556 -6.02467 0.87985
H 4.53281 -4.62654 1.81562
H 2.25257 -5.50904 1.33467
H 2.06323 -4.94248 -0.94877
H 3.81449 -4.96492 -1.07118
H 3.03987 -2.72980 -1.04560
H 3.92940 -2.96267 0.45881
H 2.96669 -2.79841 2.39055
H 1.51509 -3.82546 2.37894
H 1.35289 -2.06963 2.43881
*
```



No. 4
Computed, not measured: a structure of composition C10H24FeN4O3S4Sb, with ωB97M-V/def2-TZVPD.

⟨S²⟩: 6.031
Highest occupied orbital energy (alpha / beta) in Ha: -0.180 / -0.179
Total energy in eV: -107133.6356
E_LUMO (alpha / beta) in eV: 2.5 / 2.0

The geometry in ORCA input format:
```
! RIJCOSX wB97M-V def2-TZVPD def2/J DEFGRID3
* xyz -1 5
Fe 0.16105 -0.21074 1.34017
S 0.37444 1.21339 5.23605
Sb 1.03321 1.24734 3.05784
S 1.90558 -1.09554 2.30854
S -0.96897 1.67882 1.48675
S 2.60803 2.82581 2.47164
N -1.76614 0.27379 -1.48876
C -0.69030 0.30661 -2.45430
C -0.23029 1.71435 -2.91719
C 0.27398 2.71409 -1.86603
C 1.45978 2.30717 -0.98927
N 2.47439 1.52116 -1.67960
C 3.20195 0.62552 -0.98976
N 3.60197 0.89895 0.23725
N 3.61953 -0.47148 -1.64234
C 0.52588 -0.49885 -1.94707
O 1.32070 -0.89707 -2.82289
O 0.68076 -0.65595 -0.71570
H -2.46291 0.98455 -1.68935
H -1.39790 0.47278 -0.55359
H -1.03377 -0.21282 -3.36237
H -1.09235 2.18654 -3.40069
H 0.52751 1.57948 -3.69484
H -0.53723 2.95835 -1.17485
H 0.53018 3.63074 -2.40457
H 1.07118 1.70371 -0.15385
H 1.91488 3.20800 -0.56203
H 2.20207 1.19723 -2.60030
H 3.25526 1.70713 0.78708
H 4.01093 0.16530 0.79589
H 2.87636 -0.85566 -2.26980
H 4.08890 -1.16530 -1.07989
C -2.60430 -2.67147 -0.35742
C -1.46293 -2.81237 0.64635
O -1.45030 -1.79104 1.63641
C -2.40227 -1.98682 2.67593
C -2.35748 -0.81284 3.63359
H -2.55782 -3.49428 -1.06810
H -2.49504 -1.72359 -0.88678
H -3.57444 -2.69974 0.13763
H -0.50388 -2.71608 0.12538
H -1.50215 -3.79104 1.14812
H -2.16439 -2.92851 3.19517
H -3.40985 -2.07500 2.24628
H -1.41129 -0.77964 4.17124
H -3.16346 -0.88936 4.35712
H -2.47909 0.11440 3.07695
*
```



No. 5
Computed, not measured: a cluster of 6 separate species, C11H36BN10O8P in total, with ωB97M-V/def2-TZVPD.

SMILES: BCCP(=O)(OCC)OCC.NC(N)=O.NC(N)=O.NC(N)=O.NC(N)=O.NC(N)=O
Highest occupied orbital energy in Ha: -0.342
Total energy in eV: -53244.2780
E_LUMO in eV: 0.4

The geometry in ORCA input format:
```
! RIJCOSX wB97M-V def2-TZVPD def2/J DEFGRID3
* xyz 0 1
B -2.88825 1.55711 -2.76637
C -1.80182 0.49329 -2.41541
C -1.67607 0.52482 -0.86411
P -1.58108 -1.08242 -0.04914
O -2.80528 -1.45948 0.68025
O -1.17425 -2.14965 -1.16888
C -1.97992 -3.34190 -1.33023
C -3.32327 -3.07998 -2.00442
O -0.26787 -1.09608 0.85291
C 0.25733 0.06269 1.54359
C -0.76886 0.69014 2.45816
H -4.03564 1.24472 -2.87184
H -2.59820 2.71176 -2.85012
H -2.07330 -0.49796 -2.77490
H -0.83578 0.75848 -2.84877
H -0.81357 1.13767 -0.60327
H -2.55345 0.98708 -0.39736
H -2.10939 -3.81760 -0.35982
H -1.36521 -3.99715 -1.94675
H -3.31125 -3.36783 -3.05433
H -4.11635 -3.62511 -1.49488
H -3.58796 -2.02638 -1.93281
H 0.66563 0.77474 0.82876
H 1.09018 -0.33677 2.12240
H -0.32119 1.55118 2.95728
H -1.65319 1.03613 1.92271
H -1.09161 -0.02253 3.21769
N 1.59121 -3.73708 -1.78003
C 2.68597 -3.39677 -1.04393
N 2.42093 -2.70961 0.09994
O 3.82308 -3.67690 -1.39767
H 0.66337 -3.44979 -1.52641
H 1.74917 -4.22321 -2.64204
H 3.20427 -2.38993 0.63733
H 1.49056 -2.44648 0.37652
N 6.63218 -2.94878 -1.68092
C 6.88555 -1.72550 -2.22062
N 8.21855 -1.38416 -2.28585
O 6.01888 -0.96620 -2.61929
H 7.37095 -3.54047 -1.35276
H 5.67610 -3.27358 -1.60558
H 8.44113 -0.49060 -2.67999
H 8.95791 -1.98301 -1.97366
N 2.21857 2.80624 -2.47380
C 1.15649 3.03324 -1.64597
N 0.27289 3.98111 -2.04012
O 1.01552 2.40493 -0.59943
H 2.35710 3.29773 -3.33569
H 2.87631 2.09886 -2.20136
H -0.52031 4.16513 -1.44333
H 0.38437 4.51888 -2.87816
N -2.72142 5.53973 1.72269
C -1.50041 5.63371 1.12301
N -0.45714 5.94240 1.94501
O -1.34757 5.44927 -0.07528
H -2.86598 5.67027 2.70551
H -3.50231 5.30318 1.13999
H 0.45429 5.98611 1.52904
H -0.55570 6.08654 2.93146
N -3.06297 -1.92266 4.18799
C -3.61638 -1.24182 5.23388
N -3.27351 -1.70829 6.47867
O -4.35623 -0.28636 5.08518
H -2.44365 -2.70089 4.30674
H -3.28170 -1.61553 3.25304
H -3.66713 -1.23265 7.26789
H -2.67328 -2.49603 6.62766
*
```



No. 6
Computed, not measured: a structure of composition C34H33Cl2GeIrO2P, with ωB97M-V/def2-TZVPD.

Highest occupied orbital energy in Ha: -0.613
Total energy in eV: -133550.5970
E_LUMO in eV: -11.3

The geometry in ORCA input format:
```
! RIJCOSX wB97M-V def2-TZVPD def2/J DEFGRID3
* xyz 3 1
Ir 0.07466 -1.29956 0.90734
Cl -0.44620 -1.42037 3.45097
C -1.54224 -2.85009 3.32120
Cl -1.04508 -3.79938 1.87919
H -2.55696 -2.49484 3.18135
H -1.41976 -3.44647 4.21941
C -4.41494 0.07623 -3.69968
C -3.89926 1.20571 -3.06062
C -2.67165 1.14536 -2.41574
C -1.96389 -0.07132 -2.33423
C -2.47898 -1.19870 -3.00812
C -3.69724 -1.12032 -3.67424
Ge -0.20570 -0.04626 -1.58749
C 0.47569 -1.85513 -1.33489
C 1.79226 -2.11936 -1.80082
C 2.15078 -3.41709 -2.09721
C 1.24403 -4.46139 -1.88658
C -0.05385 -4.22328 -1.43457
C -0.46070 -2.92793 -1.18261
C 0.83373 1.33538 -2.37755
C 1.53871 2.28499 -1.62948
C 2.24049 3.28479 -2.28643
C 2.24355 3.33248 -3.67504
C 1.54473 2.39144 -4.41475
C 0.83420 1.38489 -3.77128
H -5.35616 0.13117 -4.22843
H -4.42227 2.15219 -3.08633
H -2.26525 2.07120 -2.02862
H -1.95959 -2.14683 -3.03828
H -4.07733 -2.00992 -4.15717
H 2.47146 -1.30984 -2.02832
H 3.13036 -3.62681 -2.50707
H 1.54736 -5.47712 -2.10890
H -0.75077 -5.04332 -1.31661
H -1.48933 -2.71585 -0.92156
H 1.52298 2.26209 -0.54791
H 2.78345 4.02736 -1.71668
H 2.79297 4.11240 -4.18551
H 1.54617 2.43853 -5.49528
H 0.29057 0.65429 -4.35965
C 3.25742 -0.01375 0.46610
P 2.29609 -1.17506 1.44210
C 3.09270 -2.77909 1.40908
C 2.41104 -0.49365 3.08351
C 1.88340 0.78880 3.29623
C 1.97158 1.36979 4.54981
C 2.58541 0.67797 5.58951
C 3.10766 -0.58984 5.38109
C 3.01693 -1.18723 4.13125
H 4.27544 -0.00321 0.85870
H 2.82925 0.97798 0.60372
H 3.28425 -0.24706 -0.59385
H 4.14742 -2.65516 1.66045
H 3.00359 -3.22173 0.41958
H 2.62315 -3.45209 2.12833
H 1.41385 1.33604 2.48432
H 1.57431 2.36149 4.71790
H 2.66118 1.13469 6.56721
H 3.59134 -1.11635 6.19258
H 3.43192 -2.17589 3.98853
O -2.11927 -0.57719 0.95091
C -1.71304 0.56465 0.73073
O -0.38851 0.63505 0.32705
C -2.43581 1.80046 0.89739
C -1.81372 3.04122 0.70877
C -2.54984 4.19525 0.87469
C -3.89588 4.11628 1.23280
C -4.51388 2.88303 1.42548
C -3.78853 1.72168 1.25908
H -0.76633 3.09829 0.44179
H -2.08199 5.16008 0.73683
H -4.46556 5.02633 1.36654
H -5.55614 2.83454 1.70792
H -4.25042 0.75437 1.40204
*
```



No. 7
Computed, not measured: a cluster of 2 separate species, H3PS2 in total, with ωB97M-V/def2-TZVPD.

SMILES: P=S.S
Highest occupied orbital energy in Ha: -0.333
Total energy in eV: -31006.7064
E_LUMO in eV: -1.6

The geometry in ORCA input format:
```
! RIJCOSX wB97M-V def2-TZVPD def2/J DEFGRID3
* xyz 0 1
P 2.74825 -1.01450 0.92964
S 2.14239 0.73155 0.34377
H 2.74398 -1.67440 -0.28428
S -2.88341 0.27654 -0.05710
H -3.09173 1.57890 -0.17662
H -1.65949 0.10190 -0.75539
*
```